The following is a quantum chemistry calculation of a cluster of 2 separate species, C5H10N2 in total at a distorted geometry, from the Open Molecules 2025 dataset.

Values from the calculation:
Relative energy (zero: lowest compared OMol25 entry of this formula, charge and spin)   63.8 kcal/mol
Largest force on an atom   1.92 eV/A
HOMO energy   -9.2683 eV
Orbital gap   10.24 eV
M   98.1 g mol⁻¹

Each line ends with the Mulliken charge.
Element x y z (Å)
N (1.355, 0.578, -0.832)  -0.501
N (-2.630, -0.503, -1.013)  -0.678
C (-1.495, 1.054, 0.563)  -0.947
C (-0.239, -2.244, 0.684)  0.056
C (-0.783, -1.289, 0.186)  -0.392
C (2.365, 0.168, 0.131)  -0.789
C (-1.713, -0.234, -0.181)  0.341
H (-3.263, 0.274, -1.199)  0.260
H (1.873, -0.305, 0.979)  0.271
H (-1.543, 0.877, 1.637)  0.285
H (-2.230, 1.803, 0.272)  0.356
H (-0.487, 1.404, 0.329)  0.277
H (1.826, 1.018, -1.619)  0.218
H (2.866, 1.059, 0.510)  0.310
H (3.136, -0.504, -0.268)  0.307
H (0.226, -3.062, 1.159)  0.424
H (0.735, -0.094, -1.339)  0.202

The following is a quantum chemistry calculation of an isolated molecule of C5H10N2 at a distorted geometry, from the Open Molecules 2025 dataset.

Values from the calculation:
Relative energy (zero: lowest compared OMol25 entry of this formula, charge and spin)   43.0 kcal/mol
Largest force on an atom   2.25 eV/A
HOMO energy   -7.0170 eV
Orbital gap   8.17 eV
M   98.1 g mol⁻¹

Each line ends with the Mulliken charge.
Element x y z (Å)
N (1.137, -0.026, -0.364)  0.011
N (-1.161, 0.010, -0.288)  0.043
C (0.003, -0.911, -0.256)  -0.619
C (-2.333, -0.556, 0.275)  -0.857
C (0.682, 1.286, 0.052)  -0.528
C (2.362, -0.569, 0.278)  -0.958
C (-0.676, 1.269, 0.048)  -0.251
H (-0.176, -1.639, -1.095)  0.273
H (-1.398, 2.067, -0.080)  0.327
H (2.249, -0.830, 1.353)  0.362
H (2.803, -1.374, -0.381)  0.297
H (-0.035, -1.442, 0.717)  0.366
H (-3.065, 0.297, 0.433)  0.333
H (-2.205, -1.101, 1.307)  0.277
H (3.189, 0.222, 0.271)  0.308
H (-2.811, -1.281, -0.484)  0.248
H (1.391, 2.089, 0.135)  0.369

The following is a quantum chemistry calculation of an isolated molecule of C5H10N2 at a distorted geometry, from the Open Molecules 2025 dataset.

Values from the calculation:
Relative energy (zero: lowest compared OMol25 entry of this formula, charge and spin)   49.8 kcal/mol
Largest force on an atom   2.92 eV/A
HOMO energy   -8.3027 eV
Orbital gap   8.94 eV
M   98.1 g mol⁻¹

Each line ends with the Mulliken charge.
Element x y z (Å)
N (1.624, 0.028, 1.809)  -0.737
N (0.710, 0.332, -0.443)  -0.192
C (-1.932, -0.628, -0.286)  -0.939
C (-1.527, 0.660, 0.367)  -0.202
C (-0.601, 0.827, 1.368)  -0.461
C (1.637, -0.486, -1.206)  -1.084
C (0.731, 0.425, 0.995)  0.533
H (1.148, -0.980, -2.049)  0.309
H (-0.732, 1.516, 2.188)  0.361
H (2.060, -1.266, -0.573)  0.334
H (-2.132, -0.475, -1.350)  0.260
H (-2.327, 1.401, 0.316)  0.355
H (-1.181, -1.402, -0.140)  0.275
H (2.471, 0.109, -1.587)  0.333
H (0.431, 1.168, -0.938)  0.294
H (2.494, -0.266, 1.375)  0.227
H (-2.873, -0.963, 0.153)  0.336

The following is a quantum chemistry calculation of an isolated molecule of C5H10N2O at a distorted geometry, from the Open Molecules 2025 dataset.

Values from the calculation:
Relative energy (zero: lowest compared OMol25 entry of this formula, charge and spin)   42.3 kcal/mol
Largest force on an atom   3.58 eV/A
HOMO energy   -8.6788 eV
Orbital gap   9.39 eV
M   114.1 g mol⁻¹

Each line ends with the Mulliken charge.
Element x y z (Å)
O (0.352, 2.026, -0.345)  -0.680
N (2.495, -0.992, 0.216)  -0.673
N (-0.065, -0.254, -0.047)  -0.129
C (-2.136, 1.005, 0.353)  -1.024
C (-2.046, -1.435, -0.280)  -0.949
C (-1.474, -0.243, -0.141)  0.540
C (2.142, 0.475, -0.064)  -0.463
C (0.650, 0.876, -0.071)  0.394
H (-3.079, -1.625, 0.016)  0.258
H (3.249, -1.107, 0.924)  0.212
H (2.724, 1.235, 0.382)  0.461
H (-1.530, -2.246, -0.652)  0.339
H (-1.528, 1.873, 0.133)  0.367
H (-3.087, 1.274, -0.354)  0.283
H (2.759, -1.540, -0.661)  0.228
H (-2.390, 1.096, 1.464)  0.206
H (0.518, -1.038, 0.208)  0.367
H (2.446, 0.621, -1.081)  0.262

The following is a quantum chemistry calculation of an isolated molecule of C5H10N2O at a distorted geometry, from the Open Molecules 2025 dataset.

Values from the calculation:
Relative energy (zero: lowest compared OMol25 entry of this formula, charge and spin)   49.4 kcal/mol
Largest force on an atom   4.32 eV/A
HOMO energy   -10.0692 eV
Orbital gap   10.94 eV
M   114.1 g mol⁻¹

Each line ends with the Mulliken charge.
Element x y z (Å)
O (-0.222, -2.177, -1.001)  -0.593
N (0.704, -2.168, 1.028)  -0.731
N (-1.598, 0.209, -0.514)  -0.686
C (1.570, 1.073, -0.783)  -1.115
C (-1.774, 0.222, 0.932)  -0.677
C (0.024, -1.435, 0.268)  -0.004
C (-0.428, -0.013, 0.335)  1.248
C (0.654, 1.039, 0.437)  -0.660
H (-0.666, -1.487, -1.544)  0.370
H (-1.929, 1.184, 1.424)  0.295
H (-2.343, -0.613, 1.343)  0.296
H (2.226, 0.191, -0.811)  0.301
H (2.205, 1.968, -0.760)  0.381
H (0.789, -3.089, 0.371)  0.335
H (0.987, 1.096, -1.715)  0.301
H (0.167, 2.017, 0.570)  0.362
H (1.238, 0.844, 1.347)  0.290
H (-1.604, 1.138, -0.927)  0.285

The following is a quantum chemistry calculation of a cluster of 2 separate species, C5H10N2O in total at a distorted geometry, from the Open Molecules 2025 dataset.

Values from the calculation:
Relative energy (zero: lowest compared OMol25 entry of this formula, charge and spin)   38.9 kcal/mol
Largest force on an atom   1.11 eV/A
HOMO energy   -9.2648 eV
Orbital gap   10.07 eV
M   114.1 g mol⁻¹

Each line ends with the Mulliken charge.
Element x y z (Å)
O (-1.804, 1.157, 0.431)  -0.496
N (0.826, 0.010, -0.815)  0.028
N (0.339, -2.328, -1.410)  -0.581
C (-1.804, -0.028, 0.581)  0.204
C (-1.311, -0.760, 1.785)  -1.007
C (0.589, -1.232, -1.149)  0.572
C (1.681, 0.327, 0.301)  -0.998
C (0.476, 1.090, -1.710)  -0.945
H (-0.230, 1.764, -1.217)  0.297
H (1.862, -0.571, 0.894)  0.349
H (0.011, 0.683, -2.608)  0.337
H (1.198, 1.086, 0.927)  0.309
H (-0.872, -0.077, 2.506)  0.289
H (-2.226, -0.698, -0.194)  0.363
H (-2.156, -1.277, 2.239)  0.373
H (-0.592, -1.521, 1.486)  0.260
H (2.644, 0.722, -0.050)  0.328
H (1.369, 1.653, -1.997)  0.317

The following is a quantum chemistry calculation of an isolated molecule of C5H10N2O at a distorted geometry, from the Open Molecules 2025 dataset.

Values from the calculation:
Relative energy (zero: lowest compared OMol25 entry of this formula, charge and spin)   29.0 kcal/mol
Largest force on an atom   1.48 eV/A
HOMO energy   -7.2827 eV
Orbital gap   8.25 eV
M   114.1 g mol⁻¹

Each line ends with the Mulliken charge.
Element x y z (Å)
O (1.760, -1.482, 1.368)  -0.512
N (-0.053, 0.220, -2.040)  -0.673
N (-2.126, -0.164, -0.285)  -0.612
C (-0.853, 0.136, 0.216)  0.695
C (-0.749, 0.380, 1.691)  -1.370
C (1.588, 0.398, -0.164)  -0.784
C (0.167, 0.342, -0.658)  0.286
C (1.695, -1.071, 0.233)  0.075
H (0.791, 0.296, -2.590)  0.240
H (-0.366, 1.376, 1.915)  0.276
H (-0.571, -0.609, -2.308)  0.235
H (-2.340, 0.288, -1.163)  0.243
H (-1.726, 0.283, 2.159)  0.417
H (1.696, 1.038, 0.709)  0.229
H (1.785, -1.751, -0.637)  0.309
H (2.274, 0.686, -0.958)  0.417
H (-0.083, -0.347, 2.151)  0.288
H (-2.889, -0.019, 0.361)  0.239

The following is a quantum chemistry calculation of a structure of composition C5H10N2O at a distorted geometry, from the Open Molecules 2025 dataset.

Values from the calculation:
Relative energy (zero: lowest compared OMol25 entry of this formula, charge and spin)   60.2 kcal/mol
Largest force on an atom   1.19 eV/A
HOMO energy   -7.4378 eV
Orbital gap   8.41 eV
M   114.1 g mol⁻¹

Each line ends with the Mulliken charge.
Element x y z (Å)
O (1.574, 0.626, 1.140)  -0.528
N (-2.430, -0.219, 0.366)  -0.520
N (-0.326, 0.405, -0.658)  -0.353
C (-0.148, -1.095, 0.910)  -1.226
C (1.057, -0.418, 0.441)  1.142
C (2.120, -1.143, -0.322)  -1.410
C (-1.067, -0.343, 0.192)  0.733
C (-0.644, 1.789, -0.943)  -0.913
H (-2.861, -0.904, 0.965)  0.227
H (0.161, 2.425, -0.550)  0.296
H (2.460, -1.994, 0.275)  0.326
H (-0.699, 1.961, -2.022)  0.265
H (-1.584, 2.123, -0.490)  0.337
H (-2.964, 0.017, -0.457)  0.239
H (0.892, 0.932, 1.756)  0.397
H (2.969, -0.498, -0.538)  0.368
H (1.696, -1.526, -1.249)  0.349
H (-0.205, -2.137, 1.184)  0.271